(1)
21
Properties=species:S:1:pos:R:3:forces:R:3 method="wB97M-V/def2-TZVPD" multiplicity=1 de_lowest_kcal_mol=111.7 total_charge=+1 fmax_ev_per_a=3.791 homo_ev="-12.016 / -12.019"
C -1.45678 2.34538 0.34852 2.069 -2.734 -0.778
C -0.60566 -0.78768 0.35471 0.335 -1.285 -0.941
H 0.45602 -0.76084 -1.42547 -0.409 0.482 -0.534
H 1.37976 -2.69754 0.81983 0.126 2.025 -1.747
C -1.33419 0.72329 2.08444 -0.229 -2.226 1.749
O -1.66165 1.81612 1.48921 -0.576 3.684 -0.686
H -1.79123 4.47122 0.79228 -0.750 -0.134 0.951
C 1.54038 -1.91481 -0.07291 1.483 -3.341 0.900
H 2.96650 -2.19656 -1.90530 -1.064 -0.672 1.019
H 2.22812 -1.10953 0.29199 -1.048 -0.450 -0.318
H -1.72933 0.53722 3.05962 -0.109 0.254 0.195
H -0.32513 -2.30606 -1.11824 -0.518 -0.234 -0.095
H -0.91795 1.64470 -0.38058 -0.944 1.169 0.745
C -1.64510 3.73819 0.03017 0.119 1.619 -1.880
H 2.99234 -3.60070 -0.75826 -0.467 0.940 0.135
N -0.94911 -0.30524 1.34728 0.173 0.887 -0.397
H -2.36778 3.83910 -0.79035 -0.676 -0.099 0.484
C 0.16695 -1.46636 -0.66365 1.770 0.235 0.793
H 1.56184 -3.40949 -1.77383 0.989 0.952 0.615
H -0.83844 4.24591 -0.55232 0.437 -1.181 0.502
C 2.33044 -2.80632 -1.17714 -0.712 0.111 -0.712

(2)
6
Properties=species:S:1:pos:R:3:forces:R:3 method="wB97M-V/def2-TZVPD" multiplicity=1 de_lowest_kcal_mol=55.0 total_charge=0 fmax_ev_per_a=3.736 homo_ev="-9.597 / -9.335"
C -0.20411 -0.19569 -0.11737 1.696 -0.134 -3.326
F -0.80854 0.16473 -1.27040 0.322 -1.236 0.267
H -1.29965 0.63242 1.12924 1.178 0.381 -0.203
I 2.97552 0.17546 -0.64150 -1.017 -0.135 0.139
O -0.36502 0.70569 0.75839 -1.722 0.603 3.050
F -0.29821 -1.48260 0.14164 -0.458 0.521 0.073

(3)
41
Properties=species:S:1:pos:R:3:forces:R:3 method="wB97M-V/def2-TZVPD" multiplicity=6 s_squared=8.80 total_charge=0 fmax_ev_per_a=1.956 homo_ev="-9.338 / -9.688"
H 6.33084 -0.17868 0.22930 -0.002 0.002 0.007
C 0.26192 -4.25644 -0.27375 0.190 0.040 0.047
N 1.62449 -0.06300 -0.02712 -0.095 -0.090 -0.059
C 4.37622 -0.21794 -0.38554 0.073 -0.012 0.007
C 2.44590 -0.15351 1.02329 0.077 0.019 0.010
O 0.61939 4.17925 0.10129 -0.014 -0.025 -0.006
H -1.85516 3.66414 0.07700 -0.012 0.036 0.037
O 0.70976 2.21168 1.09673 0.030 -0.053 0.139
H -0.80716 5.67994 0.34791 0.001 0.012 -0.001
Te -2.88848 -0.77158 -1.57155 -1.445 1.318 0.006
C 3.50666 -0.13767 -1.47845 -0.058 0.031 0.004
H 1.98625 -0.14936 2.00272 -0.027 -0.004 -0.012
H -2.59786 1.62207 0.53391 -0.002 0.025 -0.009
H 0.09993 -4.75660 0.67817 -0.023 -0.016 -0.017
C 0.02903 3.11641 0.66502 0.051 0.077 -0.119
H 6.11752 -0.11231 -1.46152 -0.008 0.001 -0.006
O -0.26298 -1.94278 -1.43007 -0.080 -0.221 0.297
H 4.42969 -0.30155 1.77924 0.004 0.003 0.000
H 3.88300 -0.12874 -2.49229 0.012 -0.002 0.004
Mn -0.41363 -0.07099 0.18371 0.200 -0.117 0.232
S -0.64031 -2.75220 -0.24744 0.465 0.133 -0.183
F -3.52778 1.04014 -1.17725 0.102 0.044 0.024
N 5.72398 -0.31052 -0.55943 -0.008 -0.015 0.004
C 2.15308 -0.06151 -1.25490 0.008 0.063 -0.008
H -2.33302 2.09417 2.11499 -0.078 -0.020 -0.024
O -2.21932 -0.46301 0.29218 0.162 -0.561 -0.783
H -0.78593 4.89278 -1.26393 0.005 0.009 0.001
C -0.17740 5.23958 -0.42562 0.014 -0.030 -0.024
F -2.85747 -2.40823 -2.57682 0.140 -0.160 0.159
F -4.48774 -1.35502 -0.87020 0.055 -0.150 0.073
H 1.44767 0.00946 -2.07117 0.011 -0.001 -0.006
N -1.33236 3.15646 0.77232 0.018 -0.055 0.023
C 3.80898 -0.23472 0.89630 -0.038 0.017 -0.024
H 1.31604 -4.03611 -0.42325 -0.001 -0.002 0.009
H -0.13794 -4.84790 -1.09356 0.004 0.002 -0.002
F -0.63507 1.04812 -1.22395 0.135 0.044 -0.066
O -0.11749 -1.97655 0.93824 -0.118 0.183 0.102
N -1.90978 1.95337 1.20702 0.086 -0.054 0.062
O -2.03282 -3.08401 -0.19054 -0.042 -0.426 0.287
H 0.52631 5.98069 -0.79001 -0.002 0.014 0.012
F -3.77998 -0.23036 -3.16778 0.211 -0.060 -0.196

(4)
48
Properties=species:S:1:pos:R:3:forces:R:3 method="wB97M-V/def2-TZVPD" multiplicity=1 total_charge=0 fmax_ev_per_a=6.147 homo_ev="-5.195 / -4.029"
H 2.69535 -1.76528 2.97761 -0.564 -0.124 -0.217
H -0.05170 -1.14842 -3.30437 0.127 0.889 0.568
H 0.06943 3.39457 1.22622 0.291 -0.477 -0.051
C -2.35948 -4.36712 1.89341 0.033 0.220 -0.713
C 2.72360 0.71788 2.05089 0.309 2.318 0.237
C -1.59991 -2.88242 0.11595 -0.687 0.005 -1.398
C 1.03525 0.50530 -2.41721 -4.110 -2.515 -2.675
H -0.85795 -4.93104 3.36653 -0.246 0.339 -0.413
H 0.90424 3.93585 -2.73282 -0.444 -0.427 0.425
C 0.43920 1.24680 1.10676 4.981 2.034 2.613
C -2.17138 0.97671 -1.97229 -0.485 -0.189 -0.759
H -1.32294 1.41530 -3.95238 -0.226 -0.658 0.681
H 1.49056 -3.95641 3.38743 -0.065 0.568 -0.272
H -3.13606 -4.99673 2.33133 0.186 0.304 -0.104
Ba -1.69986 -0.48394 1.74782 -1.302 -1.282 1.263
H 2.28903 4.07244 2.06809 -0.747 -0.775 -0.177
C -0.33739 -2.79132 0.74793 0.449 2.020 0.730
C 2.03052 3.00018 1.92485 1.012 0.380 0.548
C 0.79362 2.58833 1.42014 -0.580 0.547 -0.444
C 1.26247 -1.13945 1.43606 0.166 0.016 -0.086
H 1.12687 2.00478 -0.97842 0.496 0.115 -0.903
H -1.78409 -2.30827 -0.86380 0.385 -0.796 1.678
C -1.70438 2.18399 -1.26634 -0.343 0.042 0.522
H 1.86979 -0.16240 -2.32985 0.324 -0.219 0.273
C -1.42193 0.54952 -3.24567 -1.051 0.837 -0.807
C 0.36150 2.96862 -2.73328 -0.168 -0.809 0.627
C -1.08298 -4.34641 2.46118 0.237 -0.100 -0.091
C -0.05469 -3.53120 1.92907 -1.181 -0.175 -0.098
C -0.81763 3.04348 -1.69246 0.660 3.724 -4.846
H -2.25621 0.14416 -1.32545 -0.091 -1.269 0.784
H -3.22573 1.20865 -2.24148 0.437 -0.012 0.102
H -1.17127 4.09708 -1.89281 0.515 -0.356 2.492
H -3.62857 -3.67393 0.27000 0.395 0.072 0.070
H 2.31029 2.12682 -2.30727 -0.326 -0.051 0.175
H 3.50187 -0.01501 2.29683 -0.687 0.095 -0.258
C 3.05432 2.08639 2.29504 -2.433 -2.059 -1.191
H 0.22223 2.79016 -3.82946 -0.472 -0.179 0.935
C 1.45671 0.33424 1.49468 0.953 -1.896 0.241
C 1.82282 -2.03855 2.36943 -0.327 -0.510 0.588
H -2.22560 2.58587 -0.39628 -0.975 -0.309 -0.419
H -0.50485 1.00284 0.79805 -0.833 0.499 -1.810
C 1.15198 -3.23457 2.63081 1.205 -0.002 -0.068
H -2.03366 -0.19970 -3.78201 0.013 0.445 0.304
C -0.12470 -0.08023 -2.98739 4.413 0.246 1.382
C -2.63025 -3.62104 0.71244 0.419 -0.866 0.514
H 3.99506 2.36619 2.75152 -0.080 0.118 -0.192
N 0.35063 -1.58315 0.52860 -1.272 -0.585 -0.456
C 1.24588 1.91043 -2.08765 1.688 0.807 0.695

(5)
22
Properties=species:S:1:pos:R:3:forces:R:3 method="wB97M-V/def2-TZVPD" multiplicity=1 smiles=CC(N)N.CNC de_lowest_kcal_mol=3.7 total_charge=0 fmax_ev_per_a=1.560 homo_ev=-8.741
H -2.46200 1.73804 0.68576 -0.067 0.040 0.070
C -2.83002 0.71725 0.57696 -0.016 -0.027 -0.033
H 0.77541 -0.89101 1.89178 0.016 -0.065 0.080
H -2.67186 0.46259 -2.11585 0.037 0.037 0.014
H -3.82644 0.75531 0.11310 0.029 0.035 0.023
C 1.70570 -0.53211 0.08278 -0.276 0.229 0.454
H 3.70999 -1.24654 -0.20701 0.055 -0.138 -0.093
H 1.20532 -1.22606 -0.61829 0.095 0.141 0.210
H -1.00772 -0.15919 -2.09396 0.045 0.050 -0.073
H 2.80244 -2.12923 1.04513 0.051 -0.125 0.049
H 2.21744 1.34113 0.17696 -0.236 -0.509 -1.456
N -1.86153 -0.04006 -0.19712 -0.222 -0.283 -0.096
N 0.86374 -0.13126 1.22574 -0.083 -0.648 0.109
H -1.35351 1.48213 -1.51469 0.037 0.018 -0.085
C -1.72557 0.45727 -1.55492 -0.058 -0.024 -0.008
H 1.17009 1.04995 -1.07241 0.016 0.021 0.087
H -0.08379 0.06700 0.89801 0.170 -0.083 -0.051
H -2.14678 -1.01501 -0.22798 0.094 0.134 0.033
N 2.01114 0.69077 -0.63112 0.674 0.947 0.806
C 2.99609 -1.15376 0.60498 -0.311 0.083 -0.194
H -2.92076 0.27252 1.56642 -0.043 0.071 0.061
H 3.43261 -0.50975 1.36576 -0.006 0.096 0.090

(6)
13
Properties=species:S:1:pos:R:3:forces:R:3 method="wB97M-V/def2-TZVPD" multiplicity=1 smiles=C[C@@H]1C[C@@H]1O de_lowest_kcal_mol=36.6 total_charge=0 fmax_ev_per_a=2.410 homo_ev=-9.934
H 0.62876 2.13811 -0.41660 -0.715 -1.425 -0.308
C -0.45154 0.32508 0.49440 -0.941 -1.198 0.312
H -0.83989 -1.58743 -0.64558 -0.644 1.339 0.259
H -0.92845 0.87365 1.31776 0.437 -0.114 -0.348
H -1.90280 -1.30761 0.77355 0.653 0.608 -0.913
H 0.33454 0.58242 -1.48792 0.077 0.421 0.085
C -1.37915 -0.76839 -0.08085 -1.142 -0.188 0.867
C 0.36349 1.03950 -0.49887 1.808 1.528 0.450
H 2.18696 -0.71508 -0.72601 -0.748 -1.063 1.023
C 1.05126 0.13548 0.54261 -0.774 -0.474 -1.046
O 1.59081 -1.09626 -0.02392 0.576 2.224 -0.154
H -2.23350 -0.22465 -0.63829 1.486 -1.157 0.413
H 1.57950 0.60520 1.38972 -0.072 -0.499 -0.639

Number 1: M 126.18 g mol⁻¹. Number 2: M 193.92 g mol⁻¹. Number 3: M 572.83 g mol⁻¹. Number 4: M 450.77 g mol⁻¹. Number 5: M 105.18 g mol⁻¹. Number 6: M 72.11 g mol⁻¹.